The following is a DFT calculation (wB97M-V/def2-TZVPD) of 2 unconnected molecules or ions with the total composition C6H12BBr2FN2O3S at a distorted geometry.

Structure (XYZ):
```
28
Properties=species:S:1:pos:R:3:forces:R:3:nbo_charge:R:1
Br -1.254788 2.745961 5.608482 0.021 0.008 -0.031 -0.01
Br -0.017284 0.980366 2.626489 -0.003 0.008 0.155 -0.02
S -1.813423 -0.729971 -1.425305 0.191 -0.466 -0.315 2.56
F -1.480036 0.341951 -0.341411 0.215 0.120 0.141 -0.48
O -2.854079 -1.499575 -0.868504 -0.292 -0.131 0.093 -0.89
O 1.163174 -1.910913 -3.330107 0.057 0.176 -0.029 -0.87
O -1.903449 -0.032944 -2.648605 -0.096 0.251 -0.270 -0.90
N -0.452702 -1.641092 -1.520193 0.190 0.559 0.640 -0.96
N 1.504332 0.015400 -1.922954 0.565 -1.185 0.722 -0.68
C -0.199809 -2.486619 -0.481384 -0.155 0.037 -0.042 0.14
C 0.043756 -3.208290 0.440332 0.164 -0.093 -0.116 -0.24
C 2.809033 0.147665 -2.592241 -0.262 0.600 0.030 -0.40
C -1.981468 2.709994 3.807151 -0.005 0.008 0.087 -0.45
C 1.567997 0.384014 -0.498515 -0.093 0.543 -0.039 -0.42
C -1.845952 1.354404 3.167118 0.031 -0.040 -0.104 -0.45
B 0.788806 -1.141185 -2.269276 -0.337 0.139 -0.615 1.15
H 0.298172 -3.895991 1.206571 -0.063 -0.014 0.116 0.25
H -1.459939 3.479030 3.246719 -0.018 0.006 -0.026 0.23
H 3.202348 1.146489 -2.402794 -0.007 0.031 -0.034 0.20
H -2.140177 0.552166 3.835759 -0.025 0.007 0.012 0.23
H 0.469783 -2.519276 -3.588699 -0.063 -0.233 -0.071 0.50
H 3.527021 -0.576530 -2.202637 0.021 -0.078 -0.077 0.19
H 1.083691 1.341756 -0.306887 -0.035 0.025 -0.066 0.21
H -3.031678 2.974968 3.903557 -0.008 -0.018 -0.001 0.23
H 2.695634 0.027903 -3.664209 0.023 -0.118 -0.036 0.22
H 2.608457 0.488243 -0.190828 0.055 -0.093 -0.037 0.20
H 1.110549 -0.353603 0.156680 -0.071 -0.065 -0.080 0.21
H -2.437966 1.305675 2.255679 0.004 0.016 -0.007 0.23
```
Forces are in eV/Å.

Summary:
HOMO-LUMO gap = 10.29 eV
LUMO level = 0.0174 Ha
SMILES = C#CN(B(O)N(C)C)S(=O)(=O)F.BrCCBr
HOMO energy = -9.814 eV
Net charge = 0

---

The following is a DFT calculation (wB97M-V/def2-TZVPD) of a molecular structure, C6H12BCaF2O4S4 at a distorted geometry.

Structure (XYZ):
```
30
Properties=species:S:1:pos:R:3:forces:R:3:nbo_charge:R:1
Ca 3.157113 -0.060246 -0.577848 -0.733 0.247 -0.559 1.65
S 0.273845 1.514276 -0.065312 -0.537 0.205 0.046 0.22
S 3.806746 0.206819 1.698154 0.532 0.248 2.959 2.51
S -2.247612 -0.260041 -1.804067 -0.055 0.036 0.207 0.19
S 0.122348 -1.777220 0.074529 -0.189 -0.331 0.216 0.20
F 2.031944 0.945706 -3.411532 0.024 0.046 0.161 -0.57
F 2.697609 -1.116938 -3.790561 0.034 -0.001 0.133 -0.57
O 3.300674 -1.159008 1.293194 0.154 -0.409 0.670 -1.14
O 2.662487 1.127084 1.389560 0.123 -0.048 0.140 -1.12
O 4.246078 0.263810 3.068989 0.031 0.007 -0.144 -0.98
O 4.862114 0.537846 0.692283 0.550 0.112 0.213 -1.12
C 0.079357 -0.756052 1.566447 -0.187 0.016 -0.344 -0.57
C -0.428477 0.681433 1.400708 0.196 0.093 -0.193 -0.54
C -1.582590 -2.393706 -0.067265 0.376 0.357 -0.070 -0.54
C -1.217681 2.231217 -0.848867 0.451 -0.258 0.143 -0.54
C -2.661011 -1.366871 -0.407129 0.087 0.092 -0.284 -0.53
C -2.469896 1.385077 -1.046075 0.092 -0.273 -0.204 -0.53
B 2.637890 -0.144020 -2.823095 -0.731 -0.214 -3.578 0.35
H -2.999413 1.240609 -0.105867 -0.055 0.036 -0.015 0.21
H -0.472947 -1.290067 2.342450 -0.028 0.080 0.059 0.21
H -0.122247 1.256491 2.274148 -0.051 -0.041 0.053 0.24
H -3.138822 1.925957 -1.717269 -0.051 0.094 0.112 0.22
H -3.575074 -1.892641 -0.688160 -0.038 -0.030 0.145 0.21
H -0.830974 2.563738 -1.812583 -0.058 0.060 -0.025 0.23
H 1.123885 -0.722889 1.850206 0.189 -0.018 0.190 0.29
H -2.881607 -0.743818 0.456987 -0.015 -0.008 0.019 0.21
H -1.512335 0.728234 1.308400 0.011 -0.036 0.072 0.19
H -1.499240 3.112172 -0.267733 -0.029 0.084 -0.110 0.21
H -1.841445 -2.889594 0.870301 -0.060 -0.103 -0.041 0.21
H -1.520729 -3.147357 -0.853002 -0.033 -0.043 0.031 0.22
```
Forces are in eV/Å.

Summary:
HOMO-LUMO gap = 7.24 eV
LUMO level = 0.0876 Ha
HOMO energy = -4.852 eV
Net charge = -1

---

The following is a DFT calculation (wB97M-V/def2-TZVPD) of 2 unconnected molecules or ions with the total composition C6H12BFN2O7S2 at a distorted geometry.

Structure (XYZ):
```
31
Properties=species:S:1:pos:R:3:forces:R:3:nbo_charge:R:1
S 1.232543 0.289384 4.086740 3.965 -0.722 -0.101 2.42
S -0.177444 -0.983494 -2.365880 0.246 0.159 0.007 2.17
F 1.112327 -0.216137 5.636988 -0.604 0.816 -2.144 -0.46
O 2.030958 1.487973 4.102500 -2.093 -0.499 0.431 -0.86
O -1.382524 -1.321153 -3.083107 -0.012 -0.127 0.265 -0.94
O 1.851621 -0.811997 3.377132 -1.971 0.809 1.085 -0.87
O -3.279360 0.202441 3.672114 0.495 0.286 -1.538 -0.93
O -0.621012 1.817775 3.140802 1.058 1.595 -1.648 -0.32
O -3.166661 -0.782936 1.404357 0.548 -0.723 2.119 -0.89
O 0.042717 -1.399437 -0.999364 -0.359 -0.133 -0.044 -0.96
N 0.180971 2.003548 0.793374 0.608 0.390 -0.848 -0.35
N -0.381802 0.547683 3.621443 0.581 -1.927 0.631 -0.33
C 1.227400 -1.473028 -3.355448 0.317 -0.059 -0.305 -0.68
C -0.946454 -0.529649 2.781224 -0.465 -1.320 -0.089 -0.65
C 1.512938 -0.258355 -4.231625 -0.044 0.086 -0.068 -0.41
C 0.094183 0.782183 -2.499712 0.135 0.499 -0.005 -0.69
C 1.380785 0.958656 -3.310703 0.139 0.004 -0.023 -0.40
C -0.067578 2.020048 1.907605 -1.588 -0.906 2.221 0.51
B -2.566819 -0.372441 2.604005 -0.151 0.732 -0.087 1.18
H -0.764181 1.216805 -3.012227 -0.034 -0.165 0.040 0.25
H -0.823475 -1.485930 3.373508 0.034 0.960 -0.466 0.27
H 2.058461 -1.673374 -2.677306 -0.091 -0.007 0.029 0.24
H 2.502549 -0.316889 -4.686464 -0.056 -0.023 0.013 0.22
H -0.411954 -0.704249 1.811623 -0.232 0.424 0.772 0.26
H 0.186080 1.207855 -1.501957 -0.157 -0.129 -0.010 0.28
H 0.984327 -2.367997 -3.925781 -0.115 -0.011 0.151 0.25
H 0.774332 -0.194999 -5.035806 0.040 -0.053 0.027 0.21
H 1.365196 1.892406 -3.874402 -0.010 -0.042 0.054 0.23
H -2.872280 -1.707319 1.274305 -0.042 0.655 -0.753 0.50
H 2.239590 0.998231 -2.634825 -0.053 -0.009 -0.024 0.21
H -3.315432 1.174394 3.606885 -0.089 -0.559 0.309 0.51
```
Forces are in eV/Å.

Summary:
HOMO-LUMO gap = 10.43 eV
LUMO level = -0.0011 Ha
SMILES = N#CON(CB(O)O)S(=O)(=O)F.O=S1(=O)CCCC1
HOMO energy = -10.459 eV
Energy relative to the best compared isomer or geometry (same formula, charge and spin) = 69.3 kJ/mol
Net charge = 0

---

The following is a DFT calculation (wB97M-V/def2-TZVPD) of a molecular structure, C6H12BGdO5P at a distorted geometry.

Structure (XYZ):
```
26
Properties=species:S:1:pos:R:3:forces:R:3:mulliken_charge:R:1
Gd -1.738673 -3.786788 2.150569 -0.484 0.020 -0.132 1.21
P 2.448195 -0.009504 0.805762 -0.248 -0.079 0.564 0.54
O -3.121003 -0.210316 -1.459104 0.514 -0.118 0.278 -0.52
O -2.217392 -1.921163 0.996661 0.653 -0.501 0.844 -0.88
O 2.605441 0.697673 2.191753 0.119 0.243 -0.258 -0.41
O -1.707307 1.739915 -1.570174 0.879 -0.338 0.475 -0.47
O -0.109963 -1.242495 1.315550 0.190 -0.169 -0.984 -0.22
C -1.052534 1.776264 -2.858429 -0.421 0.249 -0.414 -0.58
C -0.228171 1.036761 0.892748 -0.499 -0.371 -0.072 -0.59
C -1.597523 0.395736 0.568006 0.057 0.305 0.168 0.27
C 0.638890 -0.162412 0.561662 -0.066 -0.103 0.191 0.04
C -1.387895 -0.984097 0.963440 -0.462 0.548 -0.082 0.77
C 3.349008 -1.545001 0.678603 -0.081 -0.108 -0.300 -0.87
B -2.172866 0.637685 -0.988432 -0.390 0.096 -0.380 0.55
H -2.882510 -0.996392 -1.952498 -0.289 -0.107 -0.271 0.33
H -1.661105 1.287789 -3.617792 -0.028 -0.019 0.033 0.32
H 4.367738 -1.380671 0.320836 0.045 0.044 0.151 0.40
H 3.394969 1.242233 2.374555 0.019 -0.069 0.219 0.41
H -0.074570 1.296937 -2.795013 -0.026 -0.008 0.072 0.26
H 3.345138 -2.019740 1.663760 0.097 0.029 0.009 0.36
H 2.837440 -2.168905 -0.059015 0.026 -0.003 -0.005 0.36
H 0.525139 -0.455525 -0.489141 0.179 0.124 -0.053 0.26
H -2.429409 0.822141 1.146832 -0.089 -0.112 -0.046 0.30
H -0.187325 1.197010 1.971057 0.313 0.422 -0.073 0.42
H -0.024177 1.934131 0.314896 0.028 0.012 0.028 0.47
H -0.919537 2.818735 -3.127090 -0.036 0.012 0.038 0.26
```
Forces are in eV/Å.

Summary:
HOMO-LUMO gap (alpha / beta) = 7.18 / 6.36 eV
<S²> = 16.779
LUMO level (alpha / beta) = -0.4508 / -0.4806 Ha
HOMO energy (alpha / beta) = -19.443 / -19.444 eV
Spin multiplicity = 8
Net charge = +3

---

The following is a DFT calculation (wB97M-V/def2-TZVPD) of C6H12BN in the gas phase at a distorted geometry.

Structure (XYZ):
```
20
Properties=species:S:1:pos:R:3:forces:R:3:nbo_charge:R:1
N -1.319943 -0.100849 -0.992249 1.032 1.963 -0.643 -0.71
C 1.195487 -1.125467 -0.488702 0.738 -0.924 0.406 -0.83
C 0.962315 0.790377 1.954334 -1.518 2.998 1.905 -0.44
C 2.270527 -0.891091 0.445711 -0.418 0.312 -2.797 -0.17
C -2.560581 -0.446387 -0.395386 1.197 -1.179 2.154 -0.40
C 2.086359 0.037803 1.590885 1.761 -1.999 -0.057 -0.55
C -1.233793 1.139889 -1.802964 -0.501 -1.536 -2.087 -0.40
B -0.114174 -0.592171 -0.643391 0.771 -0.565 0.618 0.89
H 3.020513 0.490602 1.863790 0.565 0.247 0.278 0.24
H 1.358226 -1.975669 -1.190820 0.035 0.675 0.295 0.25
H 0.037302 0.807541 1.398732 -0.113 -0.183 -0.107 0.17
H -2.718339 -0.039961 0.630958 -0.403 0.819 -1.111 0.20
H 0.977390 1.612488 2.843513 0.255 -2.368 -2.261 0.20
H -2.438814 -1.474426 -0.113602 -0.386 -0.935 -0.219 0.21
H 3.286020 -1.253399 0.044522 -1.507 0.652 1.529 0.22
H 2.102805 -0.955271 2.183654 0.017 0.427 0.468 0.31
H -0.171955 1.256465 -1.957763 0.072 0.696 -0.289 0.23
H -1.711811 1.977025 -1.393480 -0.292 1.240 1.444 0.20
H -1.769053 1.109010 -2.818174 0.801 -0.736 1.119 0.19
H -3.258481 -0.366510 -1.159568 -2.105 0.397 -0.647 0.20
```
Forces are in eV/Å.

Summary:
HOMO-LUMO gap (alpha / beta) = 6.39 / 7.69 eV
LUMO level (alpha / beta) = 0.0219 / 0.0216 Ha
HOMO energy (alpha / beta) = -5.798 / -7.100 eV
Energy relative to the best compared isomer or geometry (same formula, charge and spin) = 609.2 kJ/mol
Net charge = 0

---

no.,E (a.u.)
1,-6242.0170
2,-3031.9452
3,-1793.0504
4,-1742.8546
5,-315.2258